Entry from OMol25: C16H24O8 as an isolated structure at a distorted geometry (wB97M-V/def2-TZVPD).

The geometry in ORCA input format:
```
! RIJCOSX wB97M-V def2-TZVPD def2/J DEFGRID3
* xyz 0 1
O 0.1483 -1.6877 3.8332
C 0.6652 -0.5843 3.5940
O 1.7863 -0.1685 4.0273
C 2.1331 1.0687 3.4314
C 0.7540 1.6986 2.9561
C -0.0295 0.4465 2.6652
H 2.9475 1.0095 2.7094
H 2.6173 1.7774 4.1032
H 0.8302 2.2752 2.0343
H 0.3463 2.1729 3.8488
H 0.0833 0.0576 1.6532
H -1.1034 0.4783 2.8491
O -1.8055 -0.5988 -2.1406
C -2.5265 0.4010 -2.2822
O -3.8004 0.4564 -2.8462
C -4.2310 1.8148 -2.9110
C -3.1112 2.6200 -2.5420
C -2.1881 1.7314 -1.8153
H -5.0491 2.0663 -2.2360
H -4.7519 2.0520 -3.8386
H -3.4787 3.5463 -2.1004
H -2.6565 2.9141 -3.4880
H -2.4400 1.7322 -0.7548
H -1.1255 1.8989 -1.9911
O 2.4808 -5.4828 1.2217
C 2.3170 -4.3778 0.6816
O 2.9099 -3.2296 1.0185
C 2.3948 -2.0027 0.4398
C 1.4674 -2.5184 -0.6664
C 1.3893 -4.0054 -0.4619
H 3.1410 -1.3850 -0.0600
H 1.8212 -1.2922 1.0350
H 1.9653 -2.1263 -1.5532
H 0.5064 -2.0794 -0.3983
H 1.8246 -4.4619 -1.3508
H 0.3962 -4.4379 -0.3407
O 1.7226 -0.1318 1.3952
C 0.9351 0.2425 0.4771
O -0.2755 0.4637 0.6915
C -0.8574 0.8805 -0.4480
C 0.1499 1.2497 -1.5648
C 1.2124 0.4020 -1.0415
H -1.6124 1.6475 -0.2752
H -1.4856 0.0914 -0.8611
H 0.5777 2.2518 -1.5349
H -0.3424 1.1005 -2.5257
H 2.2525 0.6493 -1.2541
H 1.0948 -0.6264 -1.3831
*
```

E_HOMO = -8.54 eV
Orbital gap = 8.258 eV
Energy above the lowest of the compared OMol25 structures with the same formula, charge and spin = 412.8 kcal/mol



Entry from OMol25: an isolated ion of composition C16H25ClNO and charge +1 (wB97M-V/def2-TZVPD).

The geometry in ORCA input format:
```
! RIJCOSX wB97M-V def2-TZVPD def2/J DEFGRID3
* xyz 1 1
C 1.4148 -0.2050 -4.2695
C 1.4182 0.1704 -3.0057
C 0.8100 -0.6293 -1.8862
C 1.8663 -0.9851 -0.8732
C 2.8703 -1.8757 -1.2305
C 3.8773 -2.2066 -0.3389
Cl 5.1068 -3.3135 -0.8145
C 3.9020 -1.6526 0.9347
C 2.9104 -0.7653 1.3004
C 1.9013 -0.4355 0.4062
O 0.8907 0.4396 0.8385
C 1.1555 1.8233 0.6003
C 0.0958 2.6565 1.3205
C -1.3181 2.3115 0.8602
N -1.6530 0.9307 1.2888
C -2.8436 0.2843 0.6606
C -4.1095 1.0309 1.0523
C -2.8904 -1.1794 1.1040
C -1.7119 -2.0087 0.6035
H 1.8677 0.3936 -5.0401
H 0.9539 -1.1251 -4.5892
H 1.8968 1.0950 -2.7089
H 0.3754 -1.5438 -2.2934
H 0.0140 -0.0493 -1.4112
H 2.8637 -2.3071 -2.2190
H 4.6869 -1.9125 1.6255
H 2.9081 -0.3242 2.2857
H 2.1519 2.0790 0.9751
H 1.1327 2.0244 -0.4781
H 0.2924 3.7083 1.1171
H 0.1823 2.5027 2.3977
H -2.0378 3.0158 1.2790
H -1.3784 2.3545 -0.2295
H -1.7782 0.9140 2.3062
H -0.7863 0.3715 1.0783
H -2.7013 0.3331 -0.4236
H -4.1042 2.0542 0.6880
H -4.2381 1.0381 2.1325
H -4.9729 0.5352 0.6190
H -3.8107 -1.6142 0.7143
H -2.9474 -1.2296 2.1935
H -0.7624 -1.6988 1.0354
H -1.6383 -1.9556 -0.4795
H -1.8629 -3.0495 0.8736
*
```

E_HOMO = -11.68 eV
Orbital gap = 9.223 eV
Energy above the lowest of the compared OMol25 structures with the same formula, charge and spin = 17.9 kcal/mol
SMILES = C=CCc1cc(Cl)ccc1OCCC[NH2+][C@H](C)CC



Entry from OMol25: C16H25IN2SiZr as an isolated structure at a distorted geometry (wB97M-V/def2-TZVPD).

The geometry in ORCA input format:
```
! RIJCOSX wB97M-V def2-TZVPD def2/J DEFGRID3
* xyz 2 1
C 0.8622 0.7968 3.6302
C 0.7196 -0.6753 3.6408
H 1.8231 1.2346 3.3313
H 0.3714 1.0174 4.5733
H 0.1585 1.0706 2.8245
H 0.5141 -0.8827 2.5875
H 1.5466 -1.2890 3.9942
H -0.2498 -1.0583 3.9853
C 0.0091 2.7103 -2.2790
C 0.1953 3.5233 -3.3678
C 0.0938 2.9614 -4.6296
C -0.1049 1.5860 -4.7576
H 0.1250 2.9244 -1.2289
H 0.3659 4.5788 -3.2471
H 0.1583 3.5682 -5.5280
H -0.1600 1.1914 -5.7565
N -0.4052 1.4525 -2.4911
C -0.3162 0.7319 -3.6746
C -0.4749 -0.7660 -3.6502
N -0.6816 -1.3969 -2.4381
C -0.5661 -2.7126 -2.2032
C -0.5652 -3.0345 -4.5345
C -0.5696 -3.5718 -3.2736
H -0.4836 -2.8885 -1.1399
H -0.5943 -4.6317 -3.1716
C -0.4746 -1.6700 -4.7104
H -0.4220 -1.2851 -5.7051
H -0.5975 -3.6288 -5.4186
Zr -0.6390 0.0494 -1.0802
I 1.9054 -0.1707 -0.5069
C -5.2330 0.4261 1.3763
Si -3.4873 -0.1796 1.5006
C -2.8813 0.5950 3.0664
C -3.4493 -2.0292 1.6037
C -2.6759 0.3224 -0.0642
H -5.7492 0.1182 2.2721
H -5.7433 0.0067 0.5203
H -5.2742 1.5064 1.3091
H -3.6633 0.4565 3.8136
H -1.9350 0.1483 3.3629
H -2.7476 1.6703 2.9790
H -3.8959 -2.4853 0.7261
H -2.4349 -2.3951 1.7145
H -4.0309 -2.3438 2.4625
H -2.6189 1.4053 -0.3399
H -2.9932 -0.2491 -0.9798
*
```

E_HOMO = -14.67 eV
Orbital gap = 5.962 eV
Energy above the lowest of the compared OMol25 structures with the same formula, charge and spin = 0.0 kcal/mol



Entry from OMol25: a 4-piece molecular cluster, C16H25N3O6 overall (wB97M-V/def2-TZVPD).

The geometry in ORCA input format:
```
! RIJCOSX wB97M-V def2-TZVPD def2/J DEFGRID3
* xyz 0 1
C 1.2224 -3.3203 0.6466
C 0.5713 -1.9634 0.8315
O -0.1973 -1.6251 -0.3242
C 0.3584 -0.6041 -1.1259
C -0.0333 0.8453 -0.7278
C -1.1341 1.0222 0.3221
C -2.4159 0.3219 -0.0900
C -3.6476 0.7108 0.7060
O -4.7633 -0.0969 0.2949
C -4.8159 -1.3422 0.7887
O -4.4847 -1.6715 1.8872
C -1.2748 2.5344 0.5617
O -0.2149 2.7870 1.5068
C 0.1412 1.6068 2.0682
O 1.0356 1.4671 2.8331
O -0.6854 0.6236 1.6355
H 1.9802 -3.2917 -0.1371
H 1.6788 -3.6470 1.5832
H 0.4586 -4.0509 0.3749
H -0.1040 -1.9741 1.6892
H 1.3183 -1.1906 1.0362
H 1.4498 -0.6862 -1.0945
H 0.0559 -0.7926 -2.1558
H -0.4067 1.3482 -1.6229
H 0.8711 1.3728 -0.4118
H -2.2403 -0.7448 0.0558
H -2.5610 0.4757 -1.1601
H -3.9622 1.7399 0.5446
H -3.4687 0.5829 1.7758
H -5.2352 -2.0407 0.0516
H -2.2033 2.8294 1.0491
H -1.1030 3.1113 -0.3439
C 3.2064 3.4114 -0.6895
C 3.3132 2.3951 -1.7300
N 3.3608 1.5950 -2.5496
H 3.3936 2.9568 0.2821
H 3.9274 4.2071 -0.8700
H 2.2038 3.8366 -0.6902
C -3.8023 -4.0690 -2.4934
C -3.4997 -2.6516 -2.6513
N -3.2616 -1.5374 -2.7747
H -2.8916 -4.6535 -2.6088
H -4.2173 -4.2544 -1.5041
H -4.5245 -4.3787 -3.2464
C 6.5350 1.7823 1.4643
C 5.3034 1.0717 1.1419
N 4.3381 0.5077 0.8896
H 7.1519 1.8756 0.5724
H 6.3019 2.7753 1.8446
H 7.0883 1.2341 2.2244
*
```

E_HOMO = -9.41 eV
Orbital gap = 9.972 eV
SMILES = CCOCC[C@]1(CCOC=O)COC(=O)O1.CC#N.CC#N.CC#N



Entry from OMol25: a 4-piece molecular cluster, C16H25N5O2 overall at a distorted geometry (wB97M-V/def2-TZVPD).

The geometry in ORCA input format:
```
! RIJCOSX wB97M-V def2-TZVPD def2/J DEFGRID3
* xyz 0 1
N 3.3526 -2.4209 0.6452
C 3.6202 -1.5681 -0.5749
C 2.4103 -0.5417 -0.9875
C 1.5483 0.0611 0.2701
N 0.0512 -0.0583 0.0801
C -0.4419 -1.4855 0.1760
O -1.3945 -1.7505 1.1120
O -0.0311 -2.6168 -0.6707
H 2.3348 -2.5907 0.8083
H 3.8430 -3.3453 0.5852
H 4.6269 -0.9597 -0.5170
H 3.7636 -2.3282 -1.4838
H 1.7142 -1.0206 -1.8297
H 2.9318 0.3863 -1.5276
H 1.7870 1.2290 0.3282
H 1.8237 -0.3755 1.3202
H -0.3710 0.4318 0.9255
H -0.3665 -3.4716 -0.2345
C -4.9671 -0.0754 0.3390
C -6.0675 -0.1685 -0.5462
C -5.9465 -1.3588 -1.2277
N -4.8092 -1.9849 -0.7881
C -4.2083 -1.2122 0.1713
H -4.7520 0.7330 1.0257
H -6.8629 0.5546 -0.6725
H -6.5700 -1.8121 -1.9868
H -4.4674 -2.8777 -1.1192
H -3.2939 -1.5359 0.6502
C 3.6052 3.8913 -4.4349
C 2.6511 3.9524 -3.3912
C 1.9780 2.7512 -3.3795
N 2.4893 1.9694 -4.3826
C 3.4858 2.6543 -5.0280
H 4.3048 4.6655 -4.7221
H 2.4745 4.7829 -2.7200
H 1.1802 2.3874 -2.7458
H 2.1802 1.0333 -4.6102
H 4.0221 2.2045 -5.8528
C -0.2910 0.1101 5.7948
C -1.3128 0.9986 5.3829
C -1.5566 0.7541 4.0499
N -0.7144 -0.2474 3.6420
C 0.0572 -0.6502 4.7007
H 0.1431 0.0322 6.7832
H -1.8170 1.7368 5.9931
H -2.2545 1.2069 3.3583
H -0.6701 -0.6299 2.7064
H 0.7872 -1.4400 4.5849
*
```

E_HOMO = -8.00 eV
Orbital gap = 8.082 eV
Energy above the lowest of the compared OMol25 structures with the same formula, charge and spin = 142.2 kcal/mol
SMILES = NCCCNC(=O)O.c1cc[nH]c1.c1cc[nH]c1.c1cc[nH]c1



Entry from OMol25: C16H25N5O6Ru as an isolated structure at a distorted geometry (wB97M-V/def2-TZVPD).

The geometry in ORCA input format:
```
! RIJCOSX wB97M-V def2-TZVPD def2/J DEFGRID3
* xyz 1 6
O 0.0212 -2.2360 -5.5232
H -0.7200 -1.8516 -5.0077
Ru -0.1440 0.0203 -0.9371
N 1.3534 -1.0070 -1.5901
N -0.8077 -1.7487 -0.5117
N 0.5938 1.8774 -1.1213
N -1.4646 0.9996 0.2171
O 2.7030 -0.6382 -1.6897
O 1.7370 2.3063 -1.8235
O -2.5941 0.5014 0.8906
O -1.9609 -2.1361 0.1861
C -0.1332 -2.7692 -1.2536
C 1.0436 -2.3807 -1.8017
C 0.0021 2.7608 -0.4071
C -1.2054 2.2459 0.3810
C 2.0246 -3.2199 -2.6113
H 2.1736 -2.7378 -3.5789
H 1.6667 -4.2270 -2.8056
H 2.9856 -3.2817 -2.1031
C -0.7781 -4.1478 -1.3408
H -1.7531 -4.0521 -1.8192
H -0.9163 -4.5662 -0.3446
H -0.1957 -4.8516 -1.9297
C 0.4074 4.2330 -0.2680
C -1.9968 3.2267 1.2538
H 1.0432 4.5639 -1.0889
H 0.9605 4.3901 0.6573
H -0.4594 4.8923 -0.2718
H -2.5960 2.7164 2.0072
H -2.6751 3.8199 0.6413
H -1.3399 3.9043 1.7975
H 1.7700 1.6325 -2.5421
H -2.6205 -0.4145 0.5717
C -1.4496 0.0621 -2.4650
H -1.8387 0.0712 -3.4834
H -1.5565 1.1259 -2.2722
H -2.2757 -0.4099 -1.9363
O 2.1039 0.9780 -5.1096
H 1.7756 0.0623 -5.4947
H 1.3561 1.0977 -4.4464
N 0.8115 -0.0801 0.9071
C 0.8906 -0.0944 2.0617
C 0.6884 -0.0810 3.4900
C -0.6287 0.0785 3.9556
C -0.9008 0.0979 5.3237
C 0.1423 -0.0416 6.2402
C 1.4565 -0.2003 5.7849
C 1.7342 -0.2200 4.4092
H -1.4515 0.1872 3.2587
H -1.9199 0.2212 5.6717
H -0.0722 -0.0267 7.3017
H 2.2590 -0.3085 6.5017
H 2.7530 -0.3444 4.0672
*
```

⟨S²⟩ = 8.779
E_HOMO (spin up / spin down) = -9.90 / -11.57 eV
Orbital gap (spin up / spin down) = 5.632 / 5.449 eV
Energy above the lowest of the compared OMol25 structures with the same formula, charge and spin = 74.6 kcal/mol



Entry from OMol25: a 2-piece molecular cluster, C16H25N6O4S overall at a distorted geometry (wB97M-V/def2-TZVPD).

The geometry in ORCA input format:
```
! RIJCOSX wB97M-V def2-TZVPD def2/J DEFGRID3
* xyz 1 1
O -1.0739 1.4912 -3.8792
O -4.5802 -2.2405 -4.7634
O -0.4092 2.5247 3.2976
O -0.6533 0.9081 5.1938
C -1.9363 0.6369 -3.9789
C -3.3999 -2.0096 -4.9854
C -2.0873 -0.5474 -0.5240
C -2.1328 -1.7136 -1.2440
C -0.5581 -1.9215 0.2990
C 3.9809 2.9474 4.4584
C 3.9491 0.8131 5.5857
C 2.6245 2.8137 4.1507
C 2.5889 0.6779 5.2943
C 4.6571 1.9488 5.1716
C 1.9233 1.6700 4.5575
N -1.1034 -0.6942 0.4419
N -2.9270 -1.8054 -6.2208
N 6.9031 1.6984 4.3022
N -1.5782 -0.6462 -3.8778
N 0.3334 0.1579 3.1363
N -1.1672 -2.5590 -0.7251
C -3.3801 1.0522 -4.1857
C -3.7459 -1.8693 -7.4328
C 6.1243 2.1008 5.4798
C -3.0557 -2.0048 -2.4128
C -2.4085 -1.8641 -3.8125
S 0.1750 1.4817 4.1379
H -2.7105 0.3282 -0.6812
H 0.2304 -2.3329 0.9226
H 4.5234 3.8291 4.1288
H 4.4585 0.0411 6.1551
H 2.1235 3.6024 3.5901
H 2.0541 -0.1966 5.6597
H -0.8592 -0.0077 1.1647
H -1.9517 -1.5747 -6.3251
H 6.7160 0.7292 4.0504
H 7.9014 1.8475 4.4546
H -0.5806 -0.7600 -3.7779
H 1.3216 0.1487 2.9149
H 0.1049 -0.6076 3.7609
H -0.9845 -3.5054 -1.0392
H -3.7190 0.7452 -5.1727
H -3.4400 2.1387 -4.1242
H -4.0216 0.6233 -3.4224
H -4.1386 -2.8800 -7.5661
H -4.5898 -1.1802 -7.3501
H -3.1517 -1.5997 -8.3077
H 6.3449 3.1433 5.7334
H 6.3982 1.4866 6.3444
H -3.4470 -3.0192 -2.3095
H -3.9174 -1.3395 -2.3420
H -1.7277 -2.7071 -3.9258
*
```

E_HOMO = -11.47 eV
Orbital gap = 8.535 eV



Entry from OMol25: C16H26AuIO5P2 as an isolated structure at a distorted geometry (wB97M-V/def2-TZVPD).

The geometry in ORCA input format:
```
! RIJCOSX wB97M-V def2-TZVPD def2/J DEFGRID3
* xyz 2 3
C 0.0039 0.3985 -5.4779
C 0.0056 1.2021 -4.2438
H -0.0008 0.9717 -6.4138
H -0.8802 -0.2639 -5.4475
H 0.8921 -0.2603 -5.4509
O 0.0043 2.3722 -4.0437
I 0.0841 -2.9579 -2.0623
Au 0.0080 -0.2617 -2.0526
P 2.3962 -0.1542 -1.0109
C 3.0909 0.9422 0.2686
C 2.6347 -1.7380 -0.1566
H 3.6713 -1.7775 0.2208
H 4.5168 -0.1336 -2.1539
H 2.4438 -2.5565 -0.8703
H 3.2077 -0.9498 -3.1217
H 2.5207 0.7905 1.2018
H 1.8916 -1.7867 0.6617
C 3.4641 -0.0904 -2.4808
H 4.1456 0.6388 0.4045
H 3.2631 0.8485 -3.0274
H 3.0270 1.9981 -0.0265
P -2.2854 -0.1712 -1.0416
C -2.9392 0.8506 0.3100
C -3.3777 -0.0218 -2.4753
H -2.3684 -2.5825 -0.9456
H -3.5926 -1.8216 0.1564
H -1.8224 -1.8470 0.5836
C -2.5617 -1.7715 -0.2295
H -3.1469 -0.8362 -3.1769
H -4.4323 -0.0680 -2.1628
H -3.9810 0.5336 0.4964
H -2.9189 1.9166 0.0560
H -3.1799 0.9346 -2.9822
H -2.3339 0.6988 1.2207
C 0.0190 1.3628 -0.9050
O 0.0376 2.3322 -0.3106
O -0.8701 0.7701 5.2808
C -0.4165 -0.3985 5.4824
C -0.2030 -0.9297 6.8021
C 0.2931 -2.2072 6.9865
C 0.5951 -3.0382 5.9030
C 0.4007 -2.5683 4.5984
C -0.0623 -1.2821 4.3681
C -0.3199 -0.8762 2.9655
O 0.0122 -1.5481 1.9865
O -0.8333 0.3465 2.8166
H -0.9496 0.7254 3.7844
H -0.4570 -0.2698 7.6300
H 0.4523 -2.5416 8.0099
H 0.9541 -4.0492 6.0816
H 0.6377 -3.2039 3.7498
*
```

⟨S²⟩ = 2.048
E_HOMO (spin up / spin down) = -14.15 / -14.93 eV
Orbital gap (spin up / spin down) = 5.663 / 6.392 eV



Entry from OMol25: C16H26B2CdN6O2 as an isolated structure at a distorted geometry (wB97M-V/def2-TZVPD).

The geometry in ORCA input format:
```
! RIJCOSX wB97M-V def2-TZVPD def2/J DEFGRID3
* xyz 2 1
C 0.2202 3.3090 -1.7433
N 0.3801 2.0082 -2.0580
N 0.6597 1.9412 -3.4027
C 0.6598 3.1856 -3.9265
C 0.3826 4.0821 -2.8977
B 0.8563 0.6056 -4.1625
N 1.8628 -0.2923 -3.3540
N 1.7079 -0.5924 -2.0144
C 2.6320 -1.5183 -1.7012
C 3.3669 -1.8457 -2.8581
C 2.8442 -1.0542 -3.8751
Cd -0.0373 0.1710 -0.7293
N -0.4866 -0.1878 -3.9732
N -0.9011 -0.5077 -2.6937
C -1.8899 -1.4003 -2.7994
C -2.1634 -1.6296 -4.1509
C -1.2501 -0.8488 -4.8705
H -2.3322 -1.8440 -1.9110
H -1.0798 -0.7066 -5.9328
H -2.9202 -2.2777 -4.5567
H 1.1888 0.7525 -5.3049
H 3.0739 -0.9552 -4.9301
H 0.8570 3.3164 -4.9682
H 4.1715 -2.5547 -2.9449
H 0.3139 5.1480 -2.9860
H 2.7306 -1.9094 -0.6975
H 0.0023 3.6365 -0.7292
H -0.1724 -3.6289 0.6039
C 0.2997 -4.3060 1.3086
H 0.7188 -5.1601 0.7738
H 1.1233 -3.7900 1.8141
H -0.4380 -4.6253 2.0528
C -0.0457 -1.1451 4.0326
C -1.0634 -0.1225 3.5182
C -2.3119 -0.2514 4.3604
O -1.3971 -0.4464 2.1631
B -0.5531 0.3219 1.4086
O 0.0377 1.3683 2.0635
C -0.4671 1.3270 3.3989
C -1.5253 2.4144 3.5821
C 0.6806 1.6814 4.3105
H 0.1048 -1.0223 5.1131
H 0.9294 -1.0793 3.5292
H -0.4505 -2.1523 3.8700
H -2.7127 -1.2639 4.2447
H -2.0836 -0.1034 5.4243
H -3.0765 0.4770 4.0732
H -1.8543 2.4597 4.6294
H -1.0683 3.3836 3.3530
H -2.4020 2.2666 2.9402
H 1.5144 0.9840 4.1954
H 1.0123 2.6927 4.0542
H 0.3507 1.6891 5.3539
*
```

E_HOMO (spin up / spin down) = -15.21 / -15.05 eV
Orbital gap (spin up / spin down) = 4.494 / 4.019 eV